ORCA calculation (ωB97M-V/def2-TZVPD) on a structure of composition C22H26N2O3PS5V.

Last column: natural (NBO) charge in e.
Cartesian coordinates (Å):
V  -0.252  0.116  -0.279  1.00
C  -0.005  -1.330  3.921  -0.24
C  -0.523  -1.069  2.645  0.09
N  0.253  -0.857  1.598  -0.55
C  1.603  -0.914  1.765  0.23
C  2.207  -1.112  3.000  -0.09
C  1.355  -1.333  4.099  -0.09
C  3.647  -1.130  3.086  -0.17
C  4.408  -0.989  1.985  -0.15
C  3.807  -0.807  0.686  -0.07
C  4.539  -0.714  -0.513  -0.10
C  3.879  -0.558  -1.704  -0.23
C  2.480  -0.448  -1.702  0.10
N  1.772  -0.529  -0.591  -0.52
C  2.423  -0.750  0.584  0.14
H  -0.679  -1.517  4.745  0.25
H  -1.592  -1.035  2.464  0.22
H  1.782  -1.513  5.078  0.24
H  4.104  -1.277  4.055  0.24
H  5.488  -1.020  2.055  0.23
H  5.620  -0.776  -0.484  0.24
H  4.420  -0.503  -2.638  0.25
H  1.920  -0.288  -2.614  0.22
C  -4.439  -1.699  0.729  -0.74
S  -4.383  -2.876  -0.647  0.30
C  -2.682  -3.292  -0.563  -0.44
C  -1.658  -2.537  -1.021  -0.36
S  -1.759  -0.958  -1.782  -0.30
S  -0.077  -3.225  -0.756  0.46
C  -0.539  -4.612  0.173  -0.58
S  0.539  -5.631  0.859  -0.04
S  -2.252  -4.770  0.260  0.50
H  -5.469  -1.356  0.811  0.24
H  -3.785  -0.854  0.518  0.20
H  -4.159  -2.199  1.654  0.22
C  -3.814  3.755  -2.961  -0.62
C  -2.589  2.889  -2.815  -0.07
O  -1.731  3.485  -1.788  -0.82
P  -0.760  2.554  -0.957  1.73
O  -1.649  1.869  0.230  -0.87
C  -2.370  2.568  1.293  -0.06
C  -3.826  2.183  1.247  -0.63
O  0.036  3.642  -0.095  -0.83
C  0.864  4.648  -0.743  -0.06
C  0.178  5.992  -0.706  -0.63
H  -4.457  3.340  -3.737  0.23
H  -3.539  4.770  -3.244  0.22
H  -4.377  3.793  -2.029  0.21
H  -2.015  2.842  -3.740  0.20
H  -2.854  1.872  -2.518  0.19
H  -2.223  3.637  1.147  0.21
H  -1.890  2.279  2.228  0.19
H  -4.275  2.480  0.299  0.22
H  -4.361  2.683  2.055  0.23
H  -3.951  1.108  1.363  0.22
H  1.077  4.338  -1.770  0.18
H  1.801  4.656  -0.188  0.20
H  -0.759  5.963  -1.258  0.22
H  0.826  6.745  -1.156  0.23
H  -0.027  6.286  0.323  0.22

Results
**Energy above the lowest of the compared OMol25 structures with the same formula, charge and spin**: 0.0 kJ/mol
**Net charge**: +1
**Gap between HOMO and LUMO (alpha / beta)**: 0.2226 / 0.2213 Eh
**HOMO energy (alpha / beta)**: -9.7 / -9.7 eV
**2S+1**: 4
**<S²>**: 3.76

---

ORCA calculation (ωB97M-V/def2-TZVPD) on the ion C6H9N4 with charge +1 at a distorted geometry.

Last column: natural (NBO) charge in e.
Cartesian coordinates (Å):
C  2.173  -1.167  0.747  0.17
C  0.730  -1.365  0.400  -0.31
C  1.617  0.673  -0.142  0.34
C  1.306  1.911  -0.681  -0.30
C  -0.127  1.762  -0.983  0.05
C  -2.083  0.097  -0.364  0.00
N  2.641  -0.023  0.421  -0.38
N  0.473  -0.130  -0.127  -0.15
N  -0.539  0.529  -0.689  -0.12
N  -1.961  -0.696  0.791  -0.85
H  2.881  -2.001  1.110  0.24
H  0.110  -1.571  1.215  0.27
H  1.808  2.832  -0.890  0.28
H  -0.719  2.550  -1.395  0.25
H  -2.346  -0.533  -1.244  0.24
H  -2.512  1.050  -0.254  0.21
H  -1.903  -0.254  1.685  0.40
H  -2.372  -1.595  0.736  0.41
H  0.822  -2.068  -0.334  0.25

Results
**Energy above the lowest of the compared OMol25 structures with the same formula, charge and spin**: 294.6 kJ/mol
**SMILES**: NC[n+]1ccc2n1CC=N2
**Net charge**: +1
**Gap between HOMO and LUMO**: 0.3685 Eh
**HOMO energy**: -13.8 eV

---

ORCA calculation (ωB97M-V/def2-TZVPD) on a structure of composition C26H46ClGdO2P at a distorted geometry.

Last column: Mulliken charge in e.
Cartesian coordinates (Å):
Gd  2.626  1.927  0.627  0.02
P  -0.257  0.449  -2.344  0.45
Cl  1.958  3.982  -0.590  -0.47
C  -0.983  -0.922  -1.027  -0.73
H  -0.124  -0.550  -0.381  -0.18
H  -1.705  -0.203  -0.671  0.41
C  1.646  0.800  -2.432  1.99
C  -0.868  2.298  -2.473  0.42
C  2.258  0.966  -3.876  -0.95
H  1.871  1.798  -1.916  -0.97
C  3.717  1.369  -3.759  -0.80
H  2.122  0.031  -4.443  0.36
H  1.684  1.728  -4.426  0.15
C  4.522  0.405  -2.925  -0.91
H  4.124  1.451  -4.766  0.43
H  3.758  2.366  -3.330  0.32
C  3.887  0.099  -1.534  0.28
H  4.636  -0.539  -3.462  0.34
H  5.535  0.789  -2.781  0.34
C  2.410  -0.304  -1.676  -0.79
H  4.451  -0.715  -1.041  0.03
H  4.046  1.025  -0.881  -0.37
H  2.335  -1.232  -2.260  0.56
H  1.946  -0.564  -0.705  -0.07
C  -0.710  -0.421  -3.794  0.44
C  -2.387  2.306  -2.675  -0.65
H  -0.611  2.720  -1.473  0.46
C  -3.015  3.722  -2.686  -0.86
H  -2.618  1.795  -3.626  0.20
H  -2.849  1.715  -1.875  0.32
C  -2.321  4.679  -3.675  -0.67
H  -4.083  3.629  -2.942  0.40
H  -2.938  4.145  -1.668  0.35
C  -0.801  4.672  -3.544  -0.94
H  -2.615  4.412  -4.699  0.32
H  -2.692  5.693  -3.499  0.33
C  -0.195  3.245  -3.526  -0.21
H  -0.351  5.238  -4.374  0.40
H  -0.513  5.161  -2.601  0.33
H  -0.289  2.784  -4.530  0.09
H  0.883  3.354  -3.325  -0.03
C  0.079  -1.721  -3.756  -0.37
H  -1.751  -0.676  -3.575  0.60
C  -0.593  -2.813  -4.628  -0.96
H  1.121  -1.596  -4.092  0.38
H  0.126  -2.123  -2.737  -0.74
C  -0.773  -2.311  -6.078  -0.75
H  0.001  -3.756  -4.602  0.42
H  -1.584  -3.055  -4.193  0.33
C  -1.409  -0.908  -6.153  -0.89
H  0.216  -2.293  -6.564  0.30
H  -1.395  -3.036  -6.623  0.44
C  -0.728  0.119  -5.212  -0.55
H  -1.391  -0.555  -7.198  0.41
H  -2.467  -1.000  -5.863  0.36
H  0.287  0.307  -5.575  0.21
H  -1.275  1.060  -5.276  0.26
C  -0.147  -3.234  -0.135  -1.54
C  -1.307  -2.349  -0.566  1.38
H  0.644  -3.188  -0.840  0.44
C  -2.485  -2.679  0.583  -0.88
H  -1.792  -2.592  -1.572  -0.18
C  -2.055  -2.935  2.014  -0.48
H  -3.200  -1.827  0.527  0.33
H  -3.065  -3.575  0.134  0.30
C  -0.927  -3.927  2.173  -0.89
H  -1.754  -2.021  2.527  0.19
H  -2.921  -3.321  2.536  0.39
C  0.236  -3.559  1.288  -0.34
H  -0.615  -3.977  3.198  0.35
H  -1.233  -4.915  1.828  0.36
H  0.750  -2.705  1.788  0.14
H  1.013  -4.349  1.233  0.41
O  0.264  -0.597  2.842  -0.48
C  0.462  0.599  3.002  0.14
O  1.073  1.405  2.102  -0.60
H  0.033  1.113  3.879  0.37

Results
**Energy above the lowest of the compared OMol25 structures with the same formula, charge and spin**: 0.0 kJ/mol
**Net charge**: -1
**Gap between HOMO and LUMO (alpha / beta)**: 0.1804 / 0.1176 Eh
**HOMO energy (alpha / beta)**: -2.4 / -0.7 eV
**2S+1**: 8
**<S²>**: 16.36

---

ORCA calculation (ωB97M-V/def2-TZVPD) on a cluster of 2 separate species, C4H12 in total at a distorted geometry.

Last column: natural (NBO) charge in e.
Cartesian coordinates (Å):
C  -0.590  -1.759  1.644  -0.60
C  -1.083  -0.452  2.122  -0.61
H  -1.191  -2.339  1.029  0.21
H  0.304  -1.531  0.989  0.18
H  -0.141  -2.287  2.394  0.20
H  -0.525  0.126  2.907  0.21
H  -2.094  -0.689  2.576  0.20
H  -1.065  0.098  1.179  0.21
C  0.514  0.977  -1.187  -0.62
C  1.048  1.330  -2.556  -0.62
H  1.317  1.031  -0.439  0.21
H  -0.365  1.508  -0.858  0.21
H  0.280  -0.146  -1.087  0.20
H  2.165  1.314  -2.519  0.21
H  0.569  2.253  -2.799  0.21
H  0.857  0.566  -3.396  0.20

Results
**Energy above the lowest of the compared OMol25 structures with the same formula, charge and spin**: 106.9 kJ/mol
**SMILES**: CC.CC
**Net charge**: 0
**Gap between HOMO and LUMO**: 0.4509 Eh
**HOMO energy**: -11.1 eV

---

ORCA calculation (ωB97M-V/def2-TZVPD) on a structure of composition C22H12BrF3MnN2O3 at a distorted geometry.

Last column: natural (NBO) charge in e.
Cartesian coordinates (Å):
Mn  -0.253  0.348  0.619  1.42
O  5.590  -0.133  2.037  -0.63
C  4.353  -0.210  1.533  0.39
C  4.086  -0.316  0.172  -0.33
C  2.774  -0.383  -0.234  0.11
N  1.750  -0.354  0.621  -0.61
C  2.048  -0.244  1.903  0.20
Br  0.516  -0.083  3.017  0.14
C  3.302  -0.179  2.440  -0.32
H  6.243  -0.081  1.328  0.49
H  4.883  -0.338  -0.560  0.23
H  2.516  -0.464  -1.281  0.22
H  3.478  -0.081  3.502  0.26
O  1.811  2.599  1.071  -0.66
C  0.798  3.098  0.595  0.66
N  -0.320  2.400  0.211  -0.85
C  -1.289  3.309  -0.231  0.66
O  -2.415  3.065  -0.587  -0.56
C  -0.702  4.698  -0.124  -0.06
C  -1.245  5.930  -0.414  -0.20
C  -0.448  7.051  -0.185  -0.20
C  0.844  6.921  0.323  -0.21
C  1.374  5.664  0.615  -0.17
C  0.572  4.569  0.376  -0.15
H  -2.252  6.017  -0.806  0.23
H  -0.838  8.039  -0.402  0.22
H  1.441  7.810  0.495  0.21
H  2.374  5.549  1.015  0.22
F  -9.473  0.486  -0.488  -0.32
C  -8.905  -0.714  -0.302  0.97
F  -9.353  -1.518  -1.284  -0.33
F  -9.404  -1.211  0.846  -0.33
C  -7.408  -0.648  -0.280  -0.17
C  -6.696  -1.818  -0.051  -0.17
C  -5.314  -1.787  -0.005  -0.19
C  -4.626  -0.585  -0.185  -0.11
C  -5.353  0.582  -0.427  -0.13
C  -6.739  0.550  -0.472  -0.19
C  -3.186  -0.519  -0.109  -0.09
C  -1.984  -0.427  -0.014  -0.59
H  -7.227  -2.752  0.093  0.22
H  -4.751  -2.693  0.178  0.22
H  -4.807  1.507  -0.582  0.24
H  -7.299  1.457  -0.656  0.23

Results
**Energy above the lowest of the compared OMol25 structures with the same formula, charge and spin**: 24.9 kJ/mol
**Net charge**: 0
**Gap between HOMO and LUMO (alpha / beta)**: 0.2920 / 0.2925 Eh
**HOMO energy (alpha / beta)**: -8.1 / -8.3 eV
**2S+1**: 6
**<S²>**: 8.76

---

Question: Look up the energy above the lowest of the compared OMol25 structures with the same formula, charge and spin of the fourth one.
Answer: 106.9 kJ/mol